# C30H42CdN7O4Si2Te

A structure of composition C30H42CdN7O4Si2Te (the ωB97M-V functional and the def2-TZVPD basis, the Open Molecules 2025 dataset).

Last column: natural (NBO) charge in e.
Positions of all 87 atoms, in Å:
Cd1 -0.5189 0.6615 0.1663  1.58
C1 0.6905 -1.8814 2.5649  -0.28
N1 0.5306 -1.9378 1.1192  -0.63
C2 -0.4295 -2.9078 0.6153  -0.27
C3 -1.7518 -2.2795 0.2944  0.40
N2 -1.8890 -1.1295 -0.3176  -0.62
C4 -3.2601 -0.9823 -0.5507  0.16
C5 -3.9614 0.0260 -1.2088  -0.22
C6 -5.3317 -0.1078 -1.2880  -0.20
C7 -5.9979 -1.2185 -0.7428  -0.19
C8 -5.3114 -2.2383 -0.1164  -0.23
C9 -3.9303 -2.0932 -0.0406  0.08
N3 -2.9348 -2.9036 0.4913  -0.51
C10 0.5049 -0.4938 3.1078  0.42
N4 0.1395 0.5390 2.4014  -0.60
C11 0.1054 1.6201 3.2833  0.06
C12 -0.2195 2.9567 3.0602  -0.17
C13 -0.1665 3.8097 4.1441  -0.22
C14 0.1987 3.3530 5.4208  -0.19
C15 0.5238 2.0313 5.6534  -0.22
C16 0.4688 1.1802 4.5559  0.10
N5 0.7179 -0.1789 4.4097  -0.53
H1 -0.0285 -2.5465 3.0541  0.22
H2 1.6828 -2.2352 2.8645  0.23
H3 1.4258 -2.0520 0.6691  0.40
H4 -0.0452 -3.3291 -0.3163  0.24
H5 -0.5765 -3.7498 1.3015  0.20
H6 -3.4400 0.8589 -1.6578  0.24
H7 -5.9095 0.6534 -1.7943  0.23
H8 -7.0737 -1.2826 -0.8315  0.23
H9 -5.8223 -3.1037 0.2829  0.23
H10 -3.0575 -3.8168 0.8946  0.43
H11 -0.5107 3.3079 2.0793  0.22
H12 -0.4138 4.8540 4.0114  0.23
H13 0.2261 4.0553 6.2423  0.23
H14 0.8060 1.6843 6.6378  0.23
H15 1.0269 -0.8113 5.1283  0.43
C17 -3.2257 0.8013 3.1443  -0.66
C18 -3.2814 1.7298 1.9852  0.41
N6 -2.4264 1.7665 0.9805  -0.61
C19 -2.8326 2.7779 0.1447  -0.01
C20 -3.9430 3.3733 0.6676  0.01
N7 -4.2120 2.6894 1.8250  -0.48
C21 -4.8556 4.4806 0.2726  0.76
O1 -4.5355 5.1539 -0.8058  -0.65
O2 -5.8161 4.7134 0.9667  -0.59
C22 -2.1303 3.0239 -1.1532  0.76
O3 -2.4093 4.0577 -1.7793  -0.68
O4 -1.2971 2.1345 -1.4976  -0.83
H16 -2.7074 -0.1100 2.8487  0.23
H17 -4.2266 0.5407 3.4856  0.24
H18 -2.6826 1.2531 3.9770  0.24
H19 -5.0092 2.9050 2.4073  0.45
H20 -3.7026 4.7818 -1.2287  0.51
C23 1.1956 7.0481 -1.1071  -1.12
Si1 1.6958 5.3477 -1.6901  1.65
C24 0.9192 4.9284 -3.3288  -1.13
C25 3.5630 5.2231 -1.7647  -1.13
C26 1.0314 4.1009 -0.4264  -1.12
Te1 1.6769 2.1165 -0.8637  0.54
C27 3.2190 2.1390 0.6117  -1.16
Si2 4.5778 0.8640 0.3454  1.65
C28 3.7823 -0.8380 0.3184  -1.12
C29 5.7712 0.9613 1.7760  -1.11
C30 5.4346 1.2175 -1.2709  -1.12
H21 1.5483 7.8027 -1.8132  0.25
H22 1.6269 7.2815 -0.1318  0.24
H23 0.1116 7.1465 -1.0331  0.25
H24 1.2661 5.6046 -4.1120  0.25
H25 -0.1684 5.0041 -3.2653  0.27
H26 1.1589 3.9098 -3.6422  0.24
H27 3.9402 5.9334 -2.5036  0.25
H28 3.9096 4.2318 -2.0661  0.23
H29 4.0230 5.4759 -0.8067  0.23
H30 -0.0560 4.1088 -0.4758  0.26
H31 1.3456 4.2975 0.5997  0.24
H32 2.7405 2.0438 1.5887  0.24
H33 3.6512 3.1399 0.5421  0.26
H34 3.2924 -1.0176 1.2798  0.21
H35 4.5300 -1.6172 0.1642  0.25
H36 3.0398 -0.9202 -0.4807  0.23
H37 5.2673 0.8249 2.7348  0.24
H38 6.2698 1.9319 1.7981  0.25
H39 6.5450 0.1963 1.6920  0.25
H40 4.7375 1.2320 -2.1110  0.25
H41 6.1992 0.4693 -1.4858  0.25
H42 5.9279 2.1911 -1.2312  0.25

Values from the calculation:
Energy above the lowest of the compared OMol25 structures with the same formula, charge and spin (kJ/mol): 0.0
Gap between HOMO and LUMO (eV): 8.59
Charge: +1
E_tot (hartree): -2867.44881
Largest force on an atom (eV Å⁻¹): 0.24
LUMO (eV): -2.34



# C55H65BN9O3S3Y

A structure of composition C55H65BN9O3S3Y (the ωB97M-V functional and the def2-TZVPD basis, the Open Molecules 2025 dataset).

Last column: Mulliken charge in e.
Positions of all 137 atoms, in Å:
Y1 -0.0362 0.2294 -0.3604  -1.45
C1 3.7414 2.5229 -2.7724  -1.28
C2 4.7074 1.7081 -1.9130  1.80
C3 4.6030 0.2273 -2.2723  -1.91
C4 6.1554 2.1412 -2.1704  -1.93
N1 4.3840 2.0093 -0.4852  0.53
C5 4.7892 3.2120 0.0798  -0.27
C6 4.2482 3.2847 1.3043  -1.56
N2 3.4950 2.1483 1.5055  0.22
B1 2.6205 2.0659 2.7687  0.91
N3 2.3112 0.6126 3.2460  0.47
C7 3.3135 -0.0835 3.8847  -1.32
C8 2.7896 -1.2134 4.3810  -0.76
N4 1.4396 -1.2299 4.0512  0.78
C9 1.1697 -0.1003 3.3219  -0.24
S1 -0.3218 0.2978 2.5773  0.08
C10 0.5461 -2.2174 4.7389  1.59
C11 0.6232 -1.9179 6.2404  -1.79
C12 1.0648 -3.6270 4.4490  -1.43
C13 -0.9185 -2.1549 4.3199  -2.57
N5 1.3477 2.9409 2.6964  0.09
C14 0.8132 3.3998 3.8800  -1.38
C15 -0.3154 4.0639 3.5957  -0.37
N6 -0.4871 4.0238 2.2200  0.56
C16 0.5446 3.3181 1.6749  0.03
S2 0.8268 2.9601 0.0212  -0.46
C17 -1.6949 4.6761 1.6267  1.62
C18 -1.7430 4.6372 0.1071  -2.00
C19 -2.9169 3.9357 2.1739  -1.31
C20 -1.7004 6.1408 2.0717  -1.78
C21 3.5576 1.3798 0.3972  -1.17
S3 2.7748 -0.1255 0.2052  0.33
H1 3.9551 2.3529 -3.8298  0.51
H2 3.8381 3.5902 -2.5643  0.39
H3 2.7143 2.2225 -2.5641  -0.11
H4 5.0071 0.1165 -3.2813  0.61
H5 3.5802 -0.1328 -2.2623  -0.01
H6 5.1841 -0.3972 -1.5937  0.41
H7 6.4389 1.8255 -3.1738  0.48
H8 6.8329 1.6685 -1.4578  0.41
H9 6.2918 3.2209 -2.1232  0.46
H10 5.4287 3.9051 -0.4299  0.51
H11 4.3272 4.0466 2.0587  0.60
H12 3.2880 2.5467 3.6584  -0.23
H13 4.3180 0.2977 3.9287  0.65
H14 3.2533 -1.9941 4.9527  0.70
H15 1.6362 -2.0256 6.6283  0.37
H16 -0.0239 -2.6077 6.7833  0.47
H17 0.2847 -0.8997 6.4374  0.35
H18 2.1019 -3.7669 4.7510  0.34
H19 0.9795 -3.8582 3.3878  0.15
H20 0.4592 -4.3459 5.0017  0.53
H21 -1.3729 -1.1963 4.5533  0.43
H22 -1.4351 -2.9350 4.8834  0.59
H23 -1.0585 -2.3435 3.2587  0.73
H24 1.2907 3.2052 4.8236  0.64
H25 -1.0087 4.5590 4.2479  0.53
H26 -1.7323 3.6228 -0.2788  0.08
H27 -0.9117 5.1800 -0.3395  0.45
H28 -2.6784 5.1149 -0.1920  0.42
H29 -2.8763 2.8877 1.8745  -0.02
H30 -3.8237 4.3763 1.7586  0.44
H31 -2.9758 3.9833 3.2621  0.50
H32 -0.7948 6.6427 1.7284  0.40
H33 -1.7705 6.2527 3.1536  0.38
H34 -2.5608 6.6417 1.6270  0.45
O1 -1.7918 1.1283 -1.0683  0.17
C22 -3.1548 0.9526 -1.1832  1.80
C23 -3.6749 0.2797 0.1102  -1.33
C24 -3.2532 -1.1559 0.2564  -0.48
C25 -4.2235 -2.1514 0.2472  -0.92
C26 -3.8515 -3.4679 0.4428  -1.27
C27 -2.5173 -3.7542 0.6543  -1.13
C28 -1.5909 -2.7200 0.6255  -0.88
C29 -0.1294 -3.0161 0.7934  -0.66
C30 0.5905 -3.0326 -0.5795  2.54
O2 0.4350 -1.7803 -1.1530  3.63
C31 -0.0649 -4.1275 -1.4304  0.18
C32 0.2056 -5.4739 -1.1960  -0.25
C33 -0.4569 -6.4622 -1.9075  -0.96
C34 -1.4006 -6.1176 -2.8686  -0.75
C35 -1.6719 -4.7795 -3.1087  -0.87
C36 -1.0062 -3.7924 -2.3924  0.39
C37 2.0881 -3.3231 -0.4297  -0.27
C38 2.8393 -3.5061 -1.5897  -0.12
C39 4.2110 -3.6739 -1.5354  -1.12
C40 4.8649 -3.6720 -0.3079  -0.67
C41 4.1298 -3.4997 0.8511  -0.81
C42 2.7517 -3.3249 0.7881  0.53
N7 -1.9527 -1.4440 0.4181  1.84
C43 -3.8208 2.3163 -1.4265  -0.22
C44 -3.3375 3.0641 -2.5010  0.06
C45 -3.8738 4.2996 -2.8088  -0.80
C46 -4.9118 4.8215 -2.0414  -0.61
C47 -5.3934 4.0933 -0.9689  -0.88
C48 -4.8506 2.8460 -0.6644  0.15
C49 -3.5274 0.0652 -2.3826  -0.62
C50 -2.5511 -0.4875 -3.1945  0.92
C51 -2.8966 -1.2950 -4.2732  -0.30
C52 -4.2267 -1.5627 -4.5498  -0.84
C53 -5.2143 -1.0061 -3.7443  -0.90
C54 -4.8653 -0.1955 -2.6776  -0.46
H35 -4.7634 0.3045 0.1596  1.07
H36 -3.2820 0.8634 0.9474  -0.29
H37 -5.2592 -1.8816 0.0914  0.51
H38 -4.5916 -4.2581 0.4357  0.44
H39 -2.1770 -4.7689 0.8129  0.51
H40 -0.0068 -3.9745 1.3027  0.65
H41 0.3237 -2.2296 1.4066  -0.97
H42 0.9499 -5.7495 -0.4564  0.47
H43 -0.2336 -7.5046 -1.7166  0.43
H44 -1.9184 -6.8895 -3.4239  0.40
H45 -2.4155 -4.4964 -3.8445  0.50
H46 -1.2338 -2.7480 -2.5520  -0.37
H47 2.3365 -3.5191 -2.5500  0.43
H48 4.7742 -3.8074 -2.4509  0.42
H49 5.9388 -3.8010 -0.2612  0.44
H50 4.6262 -3.4792 1.8136  0.44
H51 2.2130 -3.1466 1.7084  0.15
H52 -2.5172 2.6599 -3.0823  0.25
H53 -3.4832 4.8643 -3.6464  0.41
H54 -5.3357 5.7886 -2.2804  0.39
H55 -6.1974 4.4894 -0.3602  0.42
H56 -5.2439 2.3059 0.1869  0.37
H57 -1.5123 -0.2752 -2.9813  -0.01
H58 -2.1169 -1.7218 -4.8944  0.46
H59 -4.4969 -2.1925 -5.3881  0.42
H60 -6.2588 -1.1984 -3.9560  0.45
H61 -5.6444 0.2565 -2.0730  0.45
N8 1.1647 -1.0994 -3.6614  -0.16
C55 0.9649 0.2273 -3.6314  0.24
N9 0.9944 0.9223 -4.8012  -0.40
O3 0.7963 0.8364 -2.5630  -0.27
H62 1.1264 -1.6087 -4.5261  0.28
H63 0.9861 -1.5749 -2.7596  -0.70
H64 0.9637 0.4565 -5.6891  0.16
H65 0.7045 1.8830 -4.7531  0.30

Values from the calculation:
Gap between HOMO and LUMO (eV): 7.65
Charge: 0
E_tot (hartree): -4111.58177
Largest force on an atom (eV Å⁻¹): 0.51
LUMO (eV): 0.50



# C50H45N5O2OsPSTe

A structure of composition C50H45N5O2OsPSTe in a non-equilibrium geometry (the ωB97M-V functional and the def2-TZVPD basis, the Open Molecules 2025 dataset).

Last column: Löwdin spin population.
Positions of all 106 atoms, in Å:
Os1 -0.1182 0.2084 -0.1885  1.44
N1 -0.2269 -2.7779 -0.9092  0.02
P1 -1.4730 -1.5837 -0.8437  0.05
C1 -2.4218 -1.9529 -2.3388  0.00
C2 -2.7450 -0.9576 -3.2552  0.00
C3 -3.5399 -1.2582 -4.3529  0.00
C4 -4.0150 -2.5484 -4.5299  0.00
C5 -3.6653 -3.5533 -3.6339  0.00
C6 -2.8686 -3.2612 -2.5419  0.00
C7 -2.5660 -2.1244 0.4911  0.24
C8 -2.0711 -2.1268 1.9303  0.08
C9 -3.0762 -1.6074 2.9197  0.23
C10 -4.3940 -1.7238 2.6513  0.01
C11 -4.8361 -2.1237 1.3667  0.28
C12 -3.9330 -2.2154 0.3055  0.02
C13 1.0878 -2.4032 -1.0201  0.02
C14 2.0803 -3.3124 -1.3886  0.00
C15 3.3862 -2.8840 -1.4799  0.02
C16 3.6873 -1.5423 -1.2310  0.00
C17 2.6725 -0.6977 -0.8716  0.01
N2 1.3892 -1.1190 -0.7304  0.02
H1 -0.4464 -3.6755 -1.3191  0.00
H2 -2.3529 0.0434 -3.1200  0.00
H3 -3.7808 -0.4902 -5.0758  0.00
H4 -4.6570 -2.7827 -5.3682  0.00
H5 -4.0254 -4.5623 -3.7860  0.00
H6 -2.6220 -4.0416 -1.8307  0.00
H7 -2.0121 -3.1873 2.2138  0.03
H8 -2.7134 -1.2941 3.8902  0.01
H9 -5.1308 -1.4583 3.3981  0.00
H10 -5.8936 -2.2395 1.1759  0.01
H11 -4.3316 -2.3234 -0.6935  0.00
H12 1.8082 -4.3351 -1.6118  0.00
H13 4.1651 -3.5799 -1.7611  0.00
H14 4.6937 -1.1612 -1.3207  0.00
H15 2.8592 0.3516 -0.6910  0.00
C18 3.0189 0.0040 5.7826  0.04
C19 2.5684 0.3586 4.4094  0.20
C20 3.3321 1.2213 3.6020  0.00
C21 2.9107 1.5984 2.3541  0.11
C22 3.8564 2.3860 1.4652  0.00
O1 4.9957 1.9917 1.3945  0.02
C23 3.3577 3.5660 0.7190  0.00
C24 4.1206 4.0044 -0.3659  0.00
C25 3.7252 5.1181 -1.0854  0.00
C26 2.5717 5.8025 -0.7239  0.00
C27 1.8212 5.3810 0.3663  0.00
C28 2.2068 4.2631 1.0854  0.00
C29 1.6805 1.0761 1.8395  0.11
O2 1.2823 1.3546 0.6547  0.28
C30 0.9207 0.1572 2.6356  0.11
C31 1.3628 -0.1610 3.8946  0.03
C32 -0.4180 -0.2744 2.0869  0.02
N3 -0.7041 -1.6119 2.0955  0.25
C33 0.4122 -2.5545 2.3708  0.02
C34 0.2984 -4.0433 2.0164  0.00
Te1 -0.6256 -5.3379 3.5318  0.01
C35 -2.3033 -5.9352 2.3502  0.00
C36 -2.1390 -6.4009 1.0495  0.00
C37 -3.2481 -6.7952 0.3140  0.00
C38 -4.5166 -6.7316 0.8740  0.00
C39 -4.6744 -6.2902 2.1799  0.00
C40 -3.5700 -5.8986 2.9248  0.00
C41 -1.4832 0.7673 2.3391  0.03
C42 -1.3082 1.6443 3.4199  0.00
C43 -2.2649 2.5925 3.7350  0.01
C44 -3.4101 2.7193 2.9621  0.00
C45 -3.5966 1.8691 1.8843  0.01
C46 -2.6554 0.9015 1.5814  0.02
H16 4.0612 0.2708 5.9400  0.00
H17 2.8881 -1.0599 5.9839  0.01
H18 2.4248 0.5474 6.5246  0.02
H19 4.2800 1.6034 3.9603  0.00
H20 5.0260 3.4685 -0.6176  0.00
H21 4.3288 5.4671 -1.9124  0.00
H22 2.2694 6.6808 -1.2798  0.00
H23 0.9424 5.9351 0.6706  0.00
H24 1.6319 3.9560 1.9517  0.00
H25 0.7667 -0.8015 4.5343  0.00
H26 0.6374 -2.5073 3.4366  0.01
H27 1.2800 -2.1435 1.8453  0.01
H28 1.3219 -4.4067 1.9462  0.00
H29 -0.1913 -4.2227 1.0656  0.00
H30 -1.1453 -6.5046 0.6272  0.00
H31 -3.1153 -7.1845 -0.6881  0.00
H32 -5.3795 -7.0422 0.2993  0.00
H33 -5.6586 -6.2631 2.6300  0.00
H34 -3.6930 -5.5729 3.9503  0.00
H35 -0.4338 1.5681 4.0485  0.00
H36 -2.1155 3.2339 4.5929  0.00
H37 -4.1495 3.4721 3.1997  0.00
H38 -4.4912 1.9480 1.2794  0.00
H39 -2.8431 0.2586 0.7380  0.00
C47 -0.9294 4.4575 -3.2527  0.00
N4 -2.0576 3.5696 -3.0051  0.02
C48 -3.2450 3.5950 -3.7045  0.01
C49 -4.0616 2.6688 -3.1565  0.01
N5 -3.3569 2.0921 -2.1249  0.01
C50 -2.1340 2.6460 -2.0342  0.01
S1 -0.9167 2.3833 -0.8477  0.12
H40 -0.7976 4.5841 -4.3242  0.00
H41 -0.0295 4.0339 -2.8154  0.00
H42 -1.1162 5.4313 -2.8011  0.00
H43 -3.4070 4.2693 -4.5275  0.00
H44 -5.0663 2.3856 -3.4155  0.00
H45 -3.7111 1.3931 -1.4936  0.00

Values from the calculation:
2S+1: 5
Energy above the lowest of the compared OMol25 structures with the same formula, charge and spin (kJ/mol): 0.0
Gap between HOMO and LUMO (alpha / beta) (eV): 5.45 / 3.84
Charge: +3
E_tot (hartree): -3453.88015
Largest force on an atom (eV Å⁻¹): 1.65
LUMO (alpha / beta) (eV): -8.79 / -10.43



Question: Which formula does entry 1 have?
Answer: C30H42CdN7O4Si2Te



Question: The highest charge belongs to which entry?
Answer: C50H45N5O2OsPSTe



Question: Which value of charge does entry 2 give?
Answer: 0